This record from the Open Molecules 2025 dataset describes a structure of composition C19H46AlBrClCsLiN3O15P in a non-equilibrium geometry. The level of theory is the ωB97M-V functional and the def2-TZVPD basis.

Calculated values
**Spin multiplicity**: 2
**M**: 869.74 g/mol
**E_HOMO (spin up / spin down)**: -5.41 / -5.77 eV
**HOMO-LUMO gap (spin up / spin down)**: 3.36 / 3.72 eV

Each line ends with the Löwdin spin population.
Geometry (Å):
C1 0.24 -1.58 1.24  0.00
C2 -0.18 -0.52 0.20  0.03
C3 -0.17 -1.21 -1.16  0.02
C4 -1.55 -0.01 0.63  0.00
C5 -2.01 1.03 -0.37  0.00
P1 -3.35 2.03 0.31  0.00
N1 -2.79 3.12 1.27  0.00
O1 -4.29 1.04 1.12  0.00
O2 -4.13 2.65 -0.98  0.00
C6 -0.95 1.97 -0.96  0.00
C7 0.54 1.73 -0.60  0.03
C8 1.36 1.65 -1.91  0.01
C9 1.06 3.01 0.10  0.01
N2 0.79 0.60 0.34  0.35
O3 2.00 0.20 0.20  0.54
H1 0.99 -1.18 1.92  0.00
H2 0.63 -2.48 0.76  0.00
H3 -0.61 -1.86 1.86  0.00
H4 -0.51 -0.56 -1.96  0.00
H5 -0.77 -2.11 -1.09  0.00
H6 0.85 -1.53 -1.38  0.00
H7 -2.24 -0.84 0.64  0.00
H8 -1.50 0.41 1.64  0.00
H9 -2.45 0.46 -1.20  0.00
H10 -3.06 4.04 0.94  0.00
H11 -4.28 0.15 0.71  0.00
H12 -4.95 2.14 -1.13  0.00
H13 -1.23 3.00 -0.62  0.00
H14 -1.06 1.98 -2.06  0.00
H15 0.93 2.32 -2.65  0.00
H16 2.36 2.03 -1.71  0.00
H17 1.50 0.64 -2.27  0.00
H18 2.01 2.74 0.56  0.00
H19 1.28 3.78 -0.62  0.00
H20 0.38 3.34 0.89  0.00
Li1 -2.52 3.49 -1.87  0.00
O4 -8.05 4.92 -1.45  0.00
Cl1 -6.89 4.09 -1.37  0.00
O5 -5.75 4.86 -0.93  0.00
O6 -6.60 3.53 -2.69  0.00
O7 -7.11 2.98 -0.47  0.00
Al1 -0.50 4.59 -3.20  0.00
O8 -2.49 2.14 4.66  0.00
H21 -2.42 2.25 3.70  0.00
H22 -3.38 2.43 4.86  0.00
C10 -4.96 -0.93 -3.62  0.00
C11 -4.72 0.50 -4.08  0.00
O9 -3.42 0.63 -4.66  0.00
H23 -4.21 -1.22 -2.87  0.00
H24 -5.95 -1.03 -3.18  0.00
H25 -4.87 -1.63 -4.45  0.00
H26 -4.80 1.19 -3.25  0.00
H27 -5.46 0.79 -4.83  0.00
H28 -3.36 0.01 -5.40  0.00
O10 4.46 3.15 -2.91  0.29
C12 5.75 3.09 -2.76  0.14
C13 6.13 2.42 -1.24  0.14
O11 7.41 2.38 -1.07  0.38
H29 6.31 4.05 -2.79  0.01
H30 6.31 2.44 -3.48  0.01
H31 5.58 1.45 -1.25  0.01
H32 5.54 3.06 -0.54  0.01
Br1 -0.93 5.94 -0.96  0.00
Cs1 -5.68 1.20 -6.77  0.00
C14 -3.08 -3.40 -0.63  0.01
O12 -3.55 -2.25 -0.55  -0.08
O13 -3.26 -4.32 0.24  -0.52
O14 -2.34 -3.83 -1.58  -0.41
C15 2.53 -3.43 3.58  0.00
N3 3.90 -3.99 3.83  0.00
C16 3.79 -5.02 4.90  0.00
C17 4.80 -2.89 4.30  0.00
C18 4.47 -4.67 2.60  0.00
C19 4.71 -3.78 1.41  0.00
O15 3.48 -3.20 1.03  0.00
H33 2.08 -3.20 4.55  0.00
H34 2.61 -2.52 3.00  0.00
H35 1.93 -4.17 3.06  0.00
H36 3.39 -4.55 5.80  0.00
H37 4.78 -5.43 5.10  0.00
H38 3.12 -5.80 4.56  0.00
H39 4.83 -2.11 3.55  0.00
H40 5.79 -3.31 4.47  0.00
H41 4.40 -2.50 5.23  0.00
H42 3.76 -5.46 2.35  0.00
H43 5.41 -5.13 2.91  0.00
H44 5.11 -4.39 0.60  0.00
H45 5.44 -3.00 1.64  0.00
H46 3.64 -2.59 0.30  0.00


This record from the Open Molecules 2025 dataset describes a cluster of 8 separate species, C19H46F15N5O7P2 in total in a non-equilibrium geometry. The level of theory is the ωB97M-V functional and the def2-TZVPD basis.

Calculated values
**M**: 803.52 g/mol
**E_HOMO**: -10.07 eV
**Total charge**: +2
**HOMO-LUMO gap**: 4.29 eV

Each line ends with the Löwdin charge.
Geometry (Å):
C1 -3.73 0.67 1.09  0.02
C2 -4.76 1.21 2.02  -0.39
O1 -4.66 2.13 2.75  0.21
N1 -6.18 0.63 1.90  0.08
H1 -6.80 1.45 1.84  0.19
H2 -6.29 0.14 1.01  0.17
C3 -6.58 -0.21 3.10  0.05
H3 -3.79 1.16 0.11  0.12
H4 -3.80 -0.41 0.92  0.09
H5 -2.75 0.88 1.51  0.08
H6 -7.63 -0.43 2.98  0.11
H7 -6.34 0.39 3.97  0.11
H8 -5.98 -1.11 3.06  0.11
C4 2.65 -4.06 3.82  0.04
C5 2.26 -3.27 2.63  -0.40
O2 2.91 -2.96 1.69  0.20
N2 0.82 -2.77 2.64  0.08
H9 0.58 -2.41 3.58  0.13
H10 0.76 -1.98 1.98  0.10
C6 -0.14 -3.85 2.28  0.01
H11 3.70 -4.33 3.79  0.11
H12 2.07 -4.99 3.90  0.10
H13 2.45 -3.49 4.72  0.10
H14 0.09 -4.15 1.25  0.08
H15 -1.15 -3.46 2.32  0.10
H16 0.08 -4.69 2.93  0.09
C7 0.82 -2.84 -3.23  0.04
C8 -0.61 -2.98 -3.59  -0.41
O3 -1.28 -2.10 -4.00  0.18
N3 -1.25 -4.32 -3.28  0.11
H17 -2.07 -4.50 -3.87  0.19
H18 -0.58 -5.05 -3.53  0.19
C9 -1.64 -4.36 -1.83  0.03
H19 1.05 -1.82 -3.54  0.09
H20 1.51 -3.54 -3.71  0.11
H21 0.99 -2.89 -2.16  0.10
H22 -0.84 -4.78 -1.22  0.11
H23 -2.51 -5.00 -1.72  0.11
H24 -1.79 -3.35 -1.45  0.10
C10 -0.27 1.68 -4.61  0.02
C11 0.80 1.94 -5.60  -0.38
O4 1.41 2.93 -5.76  0.22
N4 1.02 0.87 -6.70  0.10
H25 0.97 1.31 -7.63  0.19
H26 1.99 0.56 -6.68  0.18
C12 0.23 -0.44 -6.66  0.03
H27 -0.41 2.57 -4.01  0.10
H28 -0.02 0.90 -3.89  0.09
H29 -1.25 1.43 -5.02  0.11
H30 0.78 -1.09 -7.33  0.11
H31 -0.81 -0.29 -6.94  0.11
H32 0.32 -0.74 -5.62  0.06
C13 -1.36 3.82 1.76  0.03
C14 -0.84 3.13 2.98  -0.42
O5 -1.52 2.71 3.87  0.16
N5 0.60 2.79 3.00  0.08
H33 0.60 1.82 3.37  0.13
H34 1.10 2.70 2.09  0.13
C15 1.47 3.67 3.87  0.03
H35 -1.10 4.88 1.78  0.11
H36 -2.44 3.69 1.75  0.08
H37 -0.90 3.41 0.86  0.06
H38 1.53 4.72 3.63  0.11
H39 2.44 3.21 3.73  0.10
H40 1.13 3.41 4.87  0.10
C16 2.24 2.83 -0.25  -0.51
O6 3.48 2.49 -0.94  -0.06
O7 2.59 3.44 0.85  -0.15
C17 1.23 3.56 -1.19  -0.53
F1 1.81 4.20 -2.23  0.12
F2 0.38 2.66 -1.78  0.06
F3 0.48 4.46 -0.58  0.15
C18 3.38 1.70 -2.07  -0.34
C19 4.77 1.45 -2.63  -0.07
H41 5.35 0.83 -1.95  0.08
H42 4.70 1.03 -3.64  0.06
H43 5.26 2.42 -2.69  0.09
H44 2.77 2.16 -2.87  0.09
H45 2.81 0.76 -1.89  0.10
H46 1.80 1.84 0.02  0.11
P1 -0.23 -0.49 0.04  0.19
F4 1.11 -0.45 0.92  -0.12
F5 0.54 -0.02 -1.28  -0.14
F6 0.03 -2.07 -0.32  -0.18
F7 -1.60 -0.54 -0.85  -0.17
F8 -1.05 -0.97 1.38  -0.16
F9 -0.52 1.04 0.44  -0.14
P2 1.99 -0.10 5.11  0.17
F10 2.72 1.34 5.27  -0.14
F11 1.96 -0.24 6.70  -0.12
F12 0.55 0.73 5.18  -0.19
F13 1.11 -1.47 4.96  -0.18
F14 1.92 0.12 3.50  -0.17
F15 3.36 -0.87 5.01  -0.10


This record from the Open Molecules 2025 dataset describes a structure of composition C19H46LiN2O15P in a non-equilibrium geometry. The level of theory is the ωB97M-V functional and the def2-TZVPD basis.

Calculated values
**ΔE to the lowest compared entry with this formula, charge and spin**: 53.60 kcal/mol
**M**: 580.49 g/mol
**E_HOMO**: -5.50 eV
**HOMO-LUMO gap**: 5.44 eV

Each line ends with the Löwdin charge.
Geometry (Å):
C1 2.01 -5.02 2.33  0.03
N1 3.38 -4.82 1.60  -0.30
C2 4.34 -4.80 2.65  -0.09
C3 3.65 -5.99 0.71  0.00
C4 3.36 -3.46 0.99  -0.08
C5 2.56 -3.51 -0.31  -0.25
O1 2.43 -2.20 -0.87  -0.12
H1 1.12 -5.01 1.59  0.11
H2 1.71 -4.33 2.96  0.04
H3 1.91 -5.97 2.92  0.12
H4 4.37 -3.91 3.25  0.12
H5 5.33 -4.64 2.40  0.08
H6 4.52 -5.59 3.30  0.09
H7 4.46 -5.89 0.00  0.10
H8 2.79 -6.42 0.07  0.15
H9 4.11 -6.76 1.29  0.08
H10 4.38 -3.21 0.78  0.13
H11 3.00 -2.78 1.70  0.11
H12 1.65 -3.97 -0.38  0.08
H13 3.13 -4.13 -1.05  0.11
H14 1.55 -1.87 -0.53  -0.08
C6 -0.64 1.05 2.67  0.02
N2 -0.85 2.52 3.08  -0.36
C7 0.17 3.25 2.41  -0.04
C8 -2.26 2.95 2.78  -0.02
C9 -0.62 2.56 4.57  -0.11
C10 -0.94 3.90 5.31  -0.23
O2 -0.48 3.70 6.62  0.01
H15 -1.18 0.78 1.83  0.04
H16 -1.02 0.21 3.40  0.17
H17 0.32 1.04 2.43  0.04
H18 -0.17 4.43 2.57  0.15
H19 -0.10 3.15 1.19  0.19
H20 1.16 3.23 2.50  0.06
H21 -2.92 2.10 3.47  0.19
H22 -2.74 2.94 1.78  0.08
H23 -2.65 4.01 3.05  0.12
H24 0.33 2.11 4.82  0.15
H25 -1.21 1.91 5.04  0.08
H26 -2.05 4.08 5.24  0.12
H27 -0.59 4.88 4.73  0.15
H28 -1.19 3.31 6.97  0.02
Li1 -1.09 -0.64 -0.69  0.58
P1 -0.35 -2.19 1.11  -0.28
O3 -0.55 -3.62 1.14  -0.35
O4 0.24 -1.77 -0.30  -0.47
O5 0.53 -1.62 2.09  -0.34
O6 -1.55 -1.36 0.89  -0.45
C11 -3.20 0.82 -4.66  -0.07
O7 -2.88 -0.55 -4.83  0.00
C12 -2.13 -1.10 -3.82  -0.44
O8 -2.03 -0.52 -2.75  0.06
O9 -1.64 -2.42 -3.98  -0.02
C13 -1.26 -3.11 -2.83  -0.04
H29 -3.92 0.90 -3.80  0.10
H30 -3.99 1.10 -5.35  0.08
H31 -2.37 1.65 -4.62  0.14
H32 -2.13 -3.41 -2.40  0.08
H33 -0.63 -2.56 -2.30  0.00
H34 -0.56 -4.08 -3.03  0.16
C14 1.73 0.56 -2.95  0.01
O10 1.09 1.82 -3.23  -0.04
C15 1.83 2.80 -3.82  -0.53
O11 2.97 2.64 -4.24  0.12
O12 1.03 3.89 -3.95  -0.02
C16 1.34 4.87 -4.86  -0.08
H35 2.07 0.32 -3.90  0.07
H36 1.00 -0.16 -2.50  0.10
H37 2.50 0.76 -2.23  0.10
H38 0.44 5.53 -4.97  0.11
H39 1.73 4.69 -5.93  0.14
H40 1.91 5.42 -4.40  0.00
C17 -4.11 0.53 0.04  0.00
O13 -4.23 1.63 -0.92  0.00
C18 -3.11 2.31 -1.22  -0.58
O14 -2.00 2.14 -0.66  0.03
O15 -3.10 3.17 -2.20  -0.02
C19 -1.99 4.06 -2.55  0.00
H41 -3.56 0.79 0.98  0.08
H42 -3.74 -0.23 -0.57  0.06
H43 -5.12 0.14 0.42  0.13
H44 -1.15 3.36 -2.40  0.09
H45 -1.93 4.90 -2.03  0.02
H46 -2.21 4.67 -3.62  0.17


Among the records above, which one has the lowest M? C19H46LiN2O15P